(1)
DFT (ωB97M-V/def2-TZVPD) results for a cluster of 2 separate species, C5H13NO2 in total at a distorted geometry.

## Properties
Energy relative to the best compared isomer or geometry (same formula, charge and spin), eV: 0.9671
SMILES: CCCCC(N)=O.O
Frontier orbital gap, eV: 10.4
Charge: 0
E, a.u.: -403.54107
Strongest force on any atom, Eh/bohr: 0.047

XYZ file:
```
21
Properties=species:S:1:pos:R:3:forces:R:3
C -0.496286 -0.581584 -2.199861 0.28 -1.18 0.14
C 0.339649 -1.524878 -1.329824 1.58 -0.54 0.38
C 0.716848 -1.028583 0.079241 1.10 0.42 -0.60
C -0.446313 -1.124943 1.061277 -0.83 0.64 1.50
C -0.711817 0.244256 1.724226 2.08 0.78 -0.92
N -1.337812 1.223253 0.985105 -0.34 -1.37 -0.15
O -0.031307 0.525697 2.689612 -0.70 0.09 0.72
H 0.084879 0.192764 -2.698915 -0.04 0.17 0.40
H -1.281775 -0.188080 -1.565000 -0.44 0.32 -0.42
H -0.883464 -1.197645 -3.018272 -0.45 0.29 0.19
H -0.132942 -2.503804 -1.165639 -0.06 0.21 -0.52
H 1.308271 -1.697028 -1.835951 -0.46 -0.24 -0.03
H 1.645416 -1.492266 0.501653 -1.04 -0.40 -0.46
H 1.153339 -0.027509 -0.077756 -0.78 0.23 0.52
H -1.367546 -1.554733 0.660648 0.15 0.03 -0.47
H -0.191170 -1.738807 1.940587 0.02 0.06 -0.52
H -1.428650 2.172395 1.297511 0.11 -0.04 0.17
H -1.775674 0.924064 0.132689 -0.27 0.35 0.03
O 1.646490 1.969259 -1.876775 0.52 -0.52 -0.21
H 2.245259 1.233206 -2.090603 -0.05 0.52 -0.03
H 0.963574 1.510163 -1.387090 -0.37 0.17 0.27
```
Positions in Å, forces in eV/Å.

(2)
DFT (ωB97M-V/def2-TZVPD) results for a cluster of 2 separate species, H5N2PS2 in total at a distorted geometry.

## Properties
Energy relative to the best compared isomer or geometry (same formula, charge and spin), eV: 0.0000
Frontier orbital gap, eV: 9.2
Charge: 0
E, a.u.: -1250.30069
Strongest force on any atom, Eh/bohr: 0.021

XYZ file:
```
10
Properties=species:S:1:pos:R:3:forces:R:3
N 0.607555 -0.717168 0.560896 -0.25 0.09 0.90
N -0.298710 0.583839 -1.859295 0.00 -0.04 0.01
P 0.009355 -0.313039 2.035909 0.11 0.13 -0.32
S 0.736823 -1.293649 3.536023 -0.42 0.52 -0.87
S -1.286562 1.122366 1.928080 0.59 -0.73 0.15
H 1.300541 -1.446059 0.493586 -0.01 0.00 0.05
H 0.295380 -0.246716 -0.307675 0.05 -0.08 0.16
H 0.056846 1.530356 -1.901094 -0.02 0.05 -0.02
H -1.302177 0.638149 -1.734908 -0.04 0.04 0.00
H -0.119051 0.141921 -2.751523 -0.01 0.02 -0.05
```
Positions in Å, forces in eV/Å.

(3)
DFT (ωB97M-V/def2-TZVPD) results for a cluster of 2 separate species, H6NO in total.

## Properties
Energy relative to the best compared isomer or geometry (same formula, charge and spin), eV: 0.0314
Frontier orbital gap, eV: 13.0
Charge: +1
E, a.u.: -133.34652
Strongest force on any atom, Eh/bohr: 0.013

XYZ file:
```
8
Properties=species:S:1:pos:R:3:forces:R:3
N 0.201997 -0.713510 -0.910249 -0.16 0.41 -0.03
H 0.953351 -0.672900 -1.593664 0.27 0.09 0.07
H 0.182393 0.096419 -0.240281 0.14 -0.31 0.17
H -0.672847 -0.654876 -1.420549 -0.33 -0.27 -0.15
H 0.253027 -1.584928 -0.384996 -0.03 -0.05 0.01
H 0.264749 1.703536 1.459420 0.03 -0.08 -0.25
H -0.891605 0.861586 1.921124 -0.12 -0.26 -0.26
O -0.291064 0.964674 1.169194 0.21 0.46 0.45
```
Positions in Å, forces in eV/Å.

(4)
DFT (ωB97M-V/def2-TZVPD) results for an isolated molecule of C5H9N at a distorted geometry.

## Properties
Energy relative to the best compared isomer or geometry (same formula, charge and spin), eV: 1.3538
SMILES: C=C/C(N)=C/C
Frontier orbital gap, eV: 9.1
Charge: 0
E, a.u.: -250.61719
Strongest force on any atom, Eh/bohr: 0.038

XYZ file:
```
15
Properties=species:S:1:pos:R:3:forces:R:3
C -0.204257 -0.430682 -2.382832 1.01 0.46 -0.08
C 0.422018 -0.803053 -1.258959 -1.78 -0.74 0.00
C 0.224392 -0.247312 0.104533 0.16 -0.13 0.00
N 0.551966 -1.171053 1.135529 -0.55 0.71 0.02
C -0.230293 0.994143 0.325774 0.34 -0.46 -0.85
C -0.604918 1.601986 1.623709 0.02 0.99 0.82
H -0.713361 0.513200 -2.531973 -0.13 0.02 0.27
H -0.047936 -1.000709 -3.290022 -0.13 -0.17 0.07
H 0.731372 -1.846562 -1.269119 0.78 0.24 0.06
H 0.261357 -0.735377 2.008497 0.20 -0.55 0.05
H 0.065173 -2.055374 1.011440 0.17 0.10 0.08
H -0.268725 1.552192 -0.601866 -0.26 0.51 0.27
H 0.186969 2.223153 2.067530 0.32 -0.48 -0.03
H -1.393201 2.362305 1.597628 -0.28 -0.38 -0.61
H -0.930778 0.888106 2.383675 0.14 -0.13 -0.08
```
Positions in Å, forces in eV/Å.

(5)
DFT (ωB97M-V/def2-TZVPD) results for a structure of composition C6H12AlO5S at a distorted geometry.

## Properties
Frontier orbital gap, eV: 2.5
Charge: +3
E, a.u.: -1251.10812
Strongest force on any atom, Eh/bohr: 0.060

XYZ file:
```
25
Properties=species:S:1:pos:R:3:forces:R:3
C 1.943812 -2.489793 -0.016743 0.44 0.42 0.39
C 2.386425 -1.092152 -0.550424 -0.23 -0.35 0.54
C 1.698271 -0.085901 0.412835 -0.57 -1.42 -0.41
O 1.528763 1.214440 -0.236508 -0.54 -0.58 0.23
C 0.824748 2.096376 0.412021 0.29 -0.87 -0.94
O 1.337168 2.727627 1.301434 -0.37 2.74 1.38
O -0.443111 2.414692 0.086126 0.48 -0.92 -0.15
C -1.209390 1.363603 -0.602909 -1.94 -0.42 -0.79
C -2.036355 0.511959 0.378412 0.58 1.10 0.13
S -3.061787 -0.704884 -0.475702 -0.74 -1.32 0.91
O -2.275538 -1.851019 -0.849006 0.83 0.34 -0.89
O -4.073995 -1.085132 0.481029 -0.33 0.58 0.33
H 1.298119 -2.959549 -0.784791 -0.18 0.20 -0.05
H 2.817606 -3.084726 0.223922 0.13 -0.10 -0.05
H 1.356711 -2.454669 0.908385 -0.27 -0.32 -0.02
H 1.989048 -0.885832 -1.544351 0.37 0.22 -0.23
H 3.470101 -1.058623 -0.498249 0.13 0.23 -0.45
H 2.217564 -0.046451 1.376411 0.46 0.44 -0.19
H 0.700771 -0.480971 0.623525 -0.15 0.25 0.10
H -0.605129 0.778365 -1.293216 0.61 0.20 0.19
H -1.933770 1.883872 -1.222419 0.19 0.46 -0.14
H -2.694496 1.147546 0.969106 -0.25 -0.06 -0.06
H -1.428746 -0.065868 1.073159 -0.12 -0.35 -0.02
H -3.662509 -0.111713 -1.552890 0.40 0.08 -0.08
Al -0.144282 4.318805 1.380843 0.78 -0.56 0.27
```
Positions in Å, forces in eV/Å.

(6)
DFT (ωB97M-V/def2-TZVPD) results for a cluster of 3 separate species, C20H43BClFN3O8S in total at a distorted geometry.

## Properties
Frontier orbital gap, eV: 8.0
Charge: +1
E, a.u.: -2536.89612
Strongest force on any atom, Eh/bohr: 0.089

XYZ file:
```
78
Properties=species:S:1:pos:R:3:forces:R:3
C 3.724282 2.711413 0.274695 -0.51 0.84 0.25
C 4.411500 3.095371 -1.046084 0.00 -1.02 0.58
C 3.724425 2.564716 -2.355648 1.90 2.02 -0.46
Cl 3.206056 4.021781 -3.280209 -0.41 -0.51 0.04
N 2.799088 1.438848 -2.183326 -0.16 0.17 -0.68
C 3.390991 0.332488 -1.818780 0.80 -2.18 1.07
N 4.765800 0.233669 -1.765390 -0.05 1.29 0.55
N 2.784035 -0.883575 -1.392718 -0.86 1.16 -1.86
C 1.489142 -0.953331 -2.085353 -0.19 0.31 1.58
F 1.814189 -1.007380 -3.399189 -0.22 0.06 -0.17
C 0.746286 0.300750 -1.602671 -0.94 -0.39 -0.50
C -0.784730 0.109519 -1.667420 -0.44 -0.82 0.20
C -1.411799 -0.367189 -0.318783 0.47 0.44 -0.15
C -2.640464 0.448950 0.110975 -0.31 -0.99 0.11
C -3.723593 0.625909 -0.972556 1.00 0.03 0.32
O -4.163731 2.000697 -0.960920 -0.45 -0.62 -0.66
C -5.501741 2.151337 -0.753794 -0.28 2.09 -1.26
C -6.148713 3.265268 -1.571641 1.45 0.49 0.09
O -6.138475 1.525277 0.008199 -0.67 -1.74 1.36
C 1.333963 1.581874 -2.217932 -1.32 -0.03 1.23
B 0.722749 2.761856 -1.244283 0.41 1.18 1.03
O 0.050151 2.456327 -0.084233 -0.17 -0.91 -1.00
O 0.883389 4.103561 -1.416192 -0.77 -0.21 -0.90
S 0.589238 1.822643 -3.916705 -0.08 -1.95 -4.13
C -0.798092 2.990966 -3.904619 0.31 0.42 0.16
O -0.015086 0.616549 -4.425750 -1.12 -0.48 1.96
O 1.584923 2.167722 -4.894435 0.91 1.82 1.16
H 3.167344 1.764459 0.286179 0.26 0.05 -0.12
H 4.417478 2.694489 1.119569 0.08 -0.09 -0.25
H 2.996187 3.492054 0.530767 -0.04 -0.27 -0.02
H 5.430880 2.695604 -1.026822 -0.18 -0.04 -0.21
H 4.545066 4.172650 -1.107013 -0.30 -0.06 -0.09
H 4.550619 2.244189 -2.981530 -0.36 -0.41 -0.02
H 5.306709 -0.073198 -2.557198 -0.05 -0.21 0.18
H 5.173835 0.419020 -0.862089 0.44 -0.16 -0.30
H 2.688176 -0.924408 -0.380223 0.47 -0.28 -0.03
H 0.893712 -1.822094 -1.791862 0.43 -0.17 -0.08
H 0.981012 0.343860 -0.532352 -0.04 0.13 -0.16
H -1.358320 0.954570 -2.052143 0.37 0.10 0.07
H -0.976728 -0.704637 -2.373585 0.05 0.42 -0.28
H -1.645680 -1.434388 -0.396755 -0.15 0.17 0.03
H -0.669499 -0.283461 0.485112 -0.20 -0.03 -0.03
H -3.111405 -0.105464 0.931307 0.16 0.27 0.08
H -2.331959 1.404671 0.541517 -0.10 0.03 -0.31
H -3.346366 0.442281 -1.986909 0.04 0.10 0.19
H -4.527330 -0.093987 -0.811595 -0.20 0.43 0.10
H -6.717184 3.913733 -0.905550 -0.29 -0.31 -0.13
H -6.750470 2.851955 -2.381163 -0.11 -0.04 0.25
H -5.361539 3.887265 -2.014486 -0.20 -0.12 -0.08
H -0.811785 2.899147 -0.146372 0.27 0.22 0.72
H 0.860166 4.416045 -2.331231 0.70 0.10 0.25
H -1.312490 2.769032 -4.843788 0.33 -0.30 0.04
H -1.515127 2.803150 -3.101793 0.28 0.12 0.08
H -0.472458 4.031864 -3.981388 0.03 -0.14 0.34
C 1.523608 -0.357052 3.959978 0.04 0.22 -0.09
C 0.070601 -0.717410 4.233008 0.36 -0.52 -0.08
C -0.035422 -1.879908 5.207123 -0.13 -0.01 0.11
O -0.577649 -1.056537 3.007045 -0.07 0.31 -0.20
H 2.052278 -1.203589 3.510108 -0.04 -0.09 0.13
H 1.584500 0.474024 3.252788 -0.05 0.05 0.07
H 2.041367 -0.072465 4.877027 0.03 -0.02 -0.03
H -0.452131 0.150025 4.638417 -0.09 0.00 -0.15
H 0.444084 -2.772448 4.796164 0.08 0.06 -0.02
H -1.080970 -2.132902 5.387312 0.01 0.07 0.03
H 0.434718 -1.640206 6.162216 -0.01 -0.02 -0.01
H -0.127626 -1.827223 2.634990 -0.21 -0.16 0.17
C -1.729155 -6.333998 1.656424 0.04 0.04 -0.23
C -0.644461 -5.554270 2.382111 -0.56 -0.21 0.36
C -0.476983 -6.040466 3.813108 0.20 0.08 0.06
O -0.972265 -4.160586 2.382641 0.33 0.22 -0.20
H -2.694756 -6.205871 2.153082 0.05 -0.06 0.10
H -1.844525 -5.969814 0.634378 0.06 -0.03 0.00
H -1.494960 -7.398678 1.622386 -0.03 0.01 0.01
H 0.301156 -5.656811 1.847034 -0.01 0.19 -0.02
H -1.402714 -5.902950 4.378516 -0.05 -0.08 -0.08
H 0.298148 -5.467610 4.324827 0.03 -0.04 -0.04
H -0.205894 -7.096487 3.842609 -0.03 0.01 0.02
H -1.807575 -4.051184 2.852867 0.06 0.01 -0.02
```
Positions in Å, forces in eV/Å.

(7)
DFT (ωB97M-V/def2-TZVPD) results for a structure of composition C13H19BeClSi at a distorted geometry.

## Properties
Frontier orbital gap (alpha / beta), eV: 3.1 / 2.7
Charge: -2
E, a.u.: -1271.03654
Strongest force on any atom, Eh/bohr: 0.047

XYZ file:
```
35
Properties=species:S:1:pos:R:3:forces:R:3
C 2.031958 -1.517334 1.419259 -1.32 -1.15 -0.27
C 1.574061 -1.910132 0.109507 0.25 -0.13 1.05
C 0.198695 -2.232142 0.161249 0.35 -0.11 -0.04
H 2.239189 -1.990566 -0.747090 -0.34 0.19 0.05
C -0.264041 -2.006302 1.468917 0.74 -0.31 0.68
C 0.846705 -1.591000 2.305053 0.28 -1.59 0.06
H 0.916840 -1.555974 3.404864 -0.20 -0.22 -0.70
H 3.048370 -1.407921 1.771808 -0.04 0.14 -0.07
H -0.393735 -2.634840 -0.677729 0.36 0.66 0.60
H -1.259861 -2.235987 1.864887 0.37 0.40 -0.35
Be 1.059420 -0.015626 1.742192 -0.50 1.56 -0.83
Cl 0.872109 1.271848 0.340699 0.32 0.62 -1.24
C -1.418688 1.550628 -2.133424 -0.09 -0.80 -0.26
C -2.487656 0.759342 -1.619578 0.88 -0.13 -0.30
C -2.252010 -0.593246 -1.987124 0.60 0.81 -0.54
H -3.307982 1.127346 -1.017311 -0.11 -0.01 0.03
C -1.048034 -0.633524 -2.753019 -0.51 0.36 0.13
C -0.531401 0.684955 -2.847266 -0.89 -0.02 0.57
H 0.394015 0.969144 -3.331430 0.00 0.04 0.00
H -1.300994 2.618993 -1.970887 0.06 -0.10 -0.07
H -2.906860 -1.423770 -1.786974 -0.09 -0.23 0.13
H -0.627213 -1.521584 -3.229908 -0.03 0.22 0.21
C 0.796462 2.247423 3.449995 -0.10 1.12 0.76
Si -0.461397 2.090166 2.086948 -0.07 -2.31 0.67
C -1.871425 0.930164 2.560183 0.08 0.21 0.19
C -1.213800 3.560769 1.234009 0.24 0.43 -0.36
H 1.201225 1.326969 3.909404 -0.33 0.45 -0.54
H 0.275530 2.788675 4.257115 0.17 0.21 0.37
H 1.629159 2.891048 3.136549 -0.03 -0.24 0.08
H -2.558504 1.378631 3.299434 -0.05 -0.02 -0.13
H -2.421414 0.729551 1.626958 0.09 -0.24 0.32
H -1.448764 0.003914 2.987037 -0.38 0.41 -0.30
H -1.652229 4.352098 1.861370 0.26 -0.31 0.11
H -0.425288 4.006491 0.604342 -0.50 0.00 0.00
H -2.030679 3.163695 0.603851 0.51 0.13 0.03
```
Positions in Å, forces in eV/Å.